# C5H5N4O2S2

The ion C5H5N4O2S2 with charge -1 at a distorted geometry (ωB97M-V with the def2-TZVPD basis set, OMol25).

As for the structure (SMILES): O=S(=O)([S-])c1ncnc2c1NCN2. Its LUMO energy is 2.97 eV. As for the spin multiplicity: 1. For the HOMO-LUMO gap, the calculation gives 7.2 eV. Its net charge is -1. The value obtained for the energy above the lowest of the compared OMol25 structures with the same formula, charge and spin is 0.0 kcal/mol. As for the max |F|: 3.680 eV/A.

Geometry (Å):
S (-5.12923, -0.05008, 1.25475)
S (-4.00902, -0.39036, -0.28221)
O (-3.29491, -1.67244, -0.14036)
O (-4.73243, -0.16442, -1.56368)
N (-0.74344, -1.11996, -0.16965)
N (-0.17969, 2.41858, -0.03414)
N (0.93005, 0.32297, 0.24806)
N (-2.46861, 2.10341, -0.28150)
C (-1.20010, 0.16163, -0.20422)
C (-2.38189, 0.79360, -0.27639)
C (0.65983, -1.09353, 0.00091)
C (-0.10664, 1.10675, -0.05003)
C (-1.43641, 2.86364, -0.19997)
H (0.96405, -1.62205, 0.92948)
H (1.11568, -1.30586, -0.96230)
H (-1.36226, -1.82717, -0.45392)
H (1.82562, 0.62447, 0.66747)
H (-1.46952, 4.00402, -0.22880)

Forces on atoms 1 to 2 (eV/Å):
S -0.1 0.4 0.4
S 0.8 0.9 -1.6